Run one
2 unconnected molecules or ions with the total composition C5H11O2. Source: the Open Molecules 2025 dataset; level of theory: ωB97M-V with the def2-TZVPD basis set.

The geometry in ORCA input format:
```
! wB97M-V def2-TZVPD RIJCOSX def2/J DEFGRID3
* xyz -1 1
C -0.75 2.46 -0.21
C -0.56 1.58 1.02
C -0.31 1.73 -1.50
O -0.51 0.49 -1.51
O 0.20 2.43 -2.39
H -1.81 2.74 -0.25
H -0.19 3.39 -0.08
H -0.83 2.14 1.94
H 0.42 1.12 1.15
H -1.28 0.76 1.05
C 1.36 -2.12 0.39
C 0.03 -2.61 -0.19
H 1.32 -1.79 1.43
H 2.09 -2.94 0.38
H 1.75 -1.30 -0.20
H 0.05 -2.54 -1.28
H -0.22 -3.62 0.12
H -0.75 -1.93 0.14
*
```

The HOMO energy comes out at -0.1418 Eh. The calculation puts the orbital gap at 7.78 eV.

Run two
2 unconnected molecules or ions with the total composition C5H11O2. Source: the Open Molecules 2025 dataset; level of theory: ωB97M-V with the def2-TZVPD basis set.

The geometry in ORCA input format:
```
! wB97M-V def2-TZVPD RIJCOSX def2/J DEFGRID3
* xyz -1 1
O -1.11 2.87 0.88
C -0.41 2.63 1.89
O 0.01 1.53 2.31
H -0.06 3.53 2.46
C 0.77 -2.00 -0.92
C -0.15 -0.77 -0.90
C -1.04 -0.79 0.34
C 0.70 0.51 -0.90
H 1.43 -1.98 -1.79
H 1.39 -1.98 -0.02
H 0.19 -2.92 -0.91
H -0.76 -0.76 -1.81
H -1.57 0.15 0.45
H -0.40 -0.82 1.23
H -1.73 -1.64 0.33
H 1.26 0.57 -1.84
H 0.09 1.40 -0.77
H 1.38 0.48 -0.05
*
```

The HOMO energy comes out at -0.1480 Eh. The calculation puts the orbital gap at 7.93 eV.

On energetic grounds, run two is preferred over the next structure by 0.119 eV.

Run one
2 unconnected molecules or ions with the total composition C5H11O2. Source: the Open Molecules 2025 dataset; level of theory: ωB97M-V with the def2-TZVPD basis set.

The geometry in ORCA input format:
```
! wB97M-V def2-TZVPD RIJCOSX def2/J DEFGRID3
* xyz -1 1
C -2.41 -0.05 -1.86
C -2.90 -0.60 -0.54
H -1.65 0.71 -1.71
H -2.08 -0.81 -2.57
H -3.23 0.49 -2.35
H -2.16 -1.32 -0.21
H -3.82 -1.20 -0.61
H -3.17 0.20 0.13
C 2.44 0.26 0.43
C 1.73 1.27 1.34
C 2.32 -1.18 0.98
O 3.21 -1.49 1.81
O 1.32 -1.85 0.64
H 2.14 0.39 -0.62
H 3.51 0.51 0.38
H 0.87 1.74 0.85
H 2.41 2.09 1.61
H 1.48 0.84 2.31
*
```

The HOMO energy comes out at -0.1386 Eh. The calculation puts the orbital gap at 7.38 eV.

Run two
2 unconnected molecules or ions with the total composition C5H11O2. Source: the Open Molecules 2025 dataset; level of theory: ωB97M-V with the def2-TZVPD basis set.

The geometry in ORCA input format:
```
! wB97M-V def2-TZVPD RIJCOSX def2/J DEFGRID3
* xyz -1 1
C 1.25 2.03 -0.31
C 1.31 2.54 -1.76
H 0.23 1.78 -0.06
H 1.67 1.02 -0.26
H 1.88 2.67 0.30
H 0.97 1.80 -2.49
H 0.61 3.38 -1.85
H 2.30 2.92 -1.98
C -0.56 -2.24 0.96
C -1.65 -1.53 1.75
C -0.57 -1.81 -0.55
O -0.88 -2.71 -1.35
O -0.25 -0.61 -0.75
H 0.37 -1.90 1.41
H -0.75 -3.30 1.00
H -1.97 -2.16 2.60
H -2.55 -1.35 1.18
H -1.42 -0.54 2.16
*
```

The HOMO energy comes out at -0.1441 Eh. The calculation puts the orbital gap at 7.98 eV.

Run three
A gas-phase ion, C5H11O2 (charge -1). Source: the Open Molecules 2025 dataset; level of theory: ωB97M-V with the def2-TZVPD basis set.

The geometry in ORCA input format:
```
! wB97M-V def2-TZVPD RIJCOSX def2/J DEFGRID3
* xyz -1 1
O -3.34 -0.78 0.30
C -2.17 -0.75 0.96
C -1.30 0.26 0.17
C 0.13 0.50 0.78
C 1.15 -0.45 0.11
C 1.62 0.01 -1.31
O 2.54 1.10 -1.14
H -1.65 -1.76 0.80
H -2.22 -0.43 2.05
H -1.91 1.07 -0.23
H -0.98 -0.17 -0.75
H 0.49 1.62 0.62
H 0.13 0.29 1.87
H 0.48 -1.38 -0.02
H 2.10 -0.67 0.66
H 0.67 0.30 -1.89
H 2.19 -0.70 -1.87
H 2.07 1.95 -1.12
*
```

The HOMO energy comes out at -0.0762 Eh. The calculation puts the orbital gap at 5.53 eV. Its SMILES is [O-]CCCCCO.

On energetic grounds, run two is preferred over the next structure by 0.094 eV.

Run one
2 unconnected molecules or ions with the total composition C5H11O2. Source: the Open Molecules 2025 dataset; level of theory: ωB97M-V with the def2-TZVPD basis set.

The geometry in ORCA input format:
```
! wB97M-V def2-TZVPD RIJCOSX def2/J DEFGRID3
* xyz -1 1
C 1.61 2.01 0.32
C 1.45 1.17 -0.95
H 1.41 3.05 0.09
H 0.86 1.76 1.07
H 2.61 1.91 0.72
H 1.84 1.72 -1.81
H 0.40 0.98 -1.14
H 1.91 0.20 -0.85
C -1.37 -1.39 0.79
C -1.86 -0.43 -0.29
C -0.13 -2.25 0.36
O 0.05 -2.33 -0.87
O 0.45 -2.82 1.30
H -1.11 -0.91 1.74
H -2.11 -2.13 1.10
H -1.28 -0.65 -1.18
H -1.79 0.62 0.03
H -2.94 -0.54 -0.42
*
```

The HOMO energy comes out at -0.1426 Eh. The calculation puts the orbital gap at 7.76 eV.

Run two
2 unconnected molecules or ions with the total composition C5H11O2. Source: the Open Molecules 2025 dataset; level of theory: ωB97M-V with the def2-TZVPD basis set.

The geometry in ORCA input format:
```
! wB97M-V def2-TZVPD RIJCOSX def2/J DEFGRID3
* xyz -1 1
C -1.26 1.40 0.52
C -2.15 0.43 1.36
C 0.13 1.65 1.17
O 0.50 2.84 1.20
O 0.75 0.63 1.56
H -1.19 0.97 -0.47
H -1.74 2.38 0.52
H -2.86 1.02 1.94
H -1.47 -0.06 2.07
H -2.63 -0.35 0.75
C 1.71 -1.30 -2.06
C 1.24 -1.46 -0.62
H 1.52 -0.26 -2.34
H 2.77 -1.51 -2.18
H 1.29 -2.01 -2.77
H 1.45 -2.35 -0.01
H 1.76 -0.69 -0.08
H 0.17 -1.33 -0.55
*
```

The HOMO energy comes out at -0.1445 Eh. The calculation puts the orbital gap at 7.81 eV.

On energetic grounds, run one is preferred over the next structure by 0.207 eV.

Run one
C24H31N3O3 in the gas phase. Source: the Open Molecules 2025 dataset; level of theory: ωB97M-V with the def2-TZVPD basis set.

The geometry in ORCA input format:
```
! wB97M-V def2-TZVPD RIJCOSX def2/J DEFGRID3
* xyz 0 1
C 5.29 -3.28 -2.91
O 4.28 -2.68 -2.14
C 3.09 -3.36 -1.97
C 2.81 -4.56 -2.60
C 1.63 -5.24 -2.35
C 0.71 -4.71 -1.47
C 0.97 -3.49 -0.86
C 2.15 -2.78 -1.09
N 2.45 -1.60 -0.42
C 2.88 -0.43 -1.17
C 1.68 0.43 -1.58
N 0.98 0.86 -0.38
C 0.04 1.95 -0.58
C -0.21 2.67 0.75
C -1.18 3.84 0.56
N -2.40 3.39 -0.06
C -3.63 3.33 0.50
O -4.61 2.97 -0.13
C -3.78 3.73 1.97
O -2.83 3.20 2.86
C -2.70 1.84 2.95
C -1.68 1.40 3.80
C -1.42 0.05 3.93
C -2.17 -0.88 3.23
C -3.19 -0.44 2.40
C -3.46 0.91 2.26
C -2.19 2.79 -1.36
C -1.31 1.55 -1.20
C 0.48 -0.31 0.33
C 1.68 -1.18 0.72
H 5.58 -4.26 -2.51
H 6.14 -2.60 -2.84
H 5.00 -3.39 -3.96
H 3.53 -5.00 -3.27
H 1.44 -6.18 -2.85
H -0.21 -5.22 -1.26
H 0.23 -3.10 -0.18
H 3.43 -0.74 -2.05
H 3.53 0.16 -0.52
H 2.03 1.31 -2.12
H 1.03 -0.16 -2.25
H 0.53 2.65 -1.26
H 0.74 3.04 1.15
H -0.64 1.98 1.47
H -1.38 4.32 1.51
H -0.72 4.58 -0.11
H -3.68 4.82 2.06
H -4.80 3.45 2.26
H -1.10 2.13 4.34
H -0.63 -0.28 4.59
H -1.96 -1.94 3.32
H -3.78 -1.16 1.85
H -4.26 1.22 1.61
H -3.17 2.53 -1.77
H -1.71 3.52 -2.02
H -1.15 1.09 -2.18
H -1.82 0.84 -0.56
H -0.05 0.00 1.23
H -0.21 -0.90 -0.30
H 1.35 -2.05 1.29
H 2.34 -0.58 1.35
*
```

The HOMO energy comes out at -0.2714 Eh. The calculation puts the orbital gap at 8.16 eV. Its SMILES is COc1ccccc1N1CCN(C2CCN(C(=O)COc3ccccc3)CC2)CC1.

Run two
C24H31N3O3 in the gas phase. Source: the Open Molecules 2025 dataset; level of theory: ωB97M-V with the def2-TZVPD basis set.

The geometry in ORCA input format:
```
! wB97M-V def2-TZVPD RIJCOSX def2/J DEFGRID3
* xyz 0 1
C 8.19 1.50 -1.44
C 7.45 0.69 -0.39
O 6.07 0.68 -0.72
C 5.25 0.12 0.20
O 5.63 -0.36 1.24
N 3.97 0.18 -0.25
C 2.80 -0.24 0.38
C 2.78 -0.79 1.65
C 1.57 -1.16 2.20
C 0.35 -1.00 1.54
C 0.39 -0.47 0.25
C 1.60 -0.10 -0.32
N -0.78 -0.27 -0.54
C -1.03 0.95 -1.10
O -0.27 1.89 -0.96
C -2.33 1.10 -1.86
C -3.20 2.14 -1.13
N -3.66 1.64 0.15
C -3.47 2.53 1.28
C -4.16 3.90 1.21
C -4.86 0.83 0.12
C -6.19 1.55 -0.14
C -1.61 -1.41 -0.72
C -1.64 -2.08 -1.93
C -2.45 -3.19 -2.08
C -3.22 -3.63 -1.01
C -3.17 -2.97 0.20
C -2.37 -1.85 0.36
C -2.23 -1.11 1.66
C -0.88 -1.44 2.30
H 7.81 2.52 -1.46
H 8.05 1.06 -2.42
H 9.25 1.53 -1.20
H 7.58 1.13 0.61
H 7.82 -0.34 -0.35
H 3.86 0.63 -1.15
H 3.69 -0.92 2.20
H 1.56 -1.59 3.19
H 1.61 0.32 -1.31
H -2.87 0.16 -1.95
H -2.10 1.48 -2.85
H -4.04 2.42 -1.79
H -2.58 3.02 -0.97
H -3.82 2.00 2.17
H -2.39 2.69 1.38
H -5.24 3.81 1.20
H -3.85 4.44 0.32
H -3.87 4.49 2.08
H -4.71 0.08 -0.67
H -4.92 0.30 1.07
H -6.50 2.12 0.73
H -6.12 2.22 -0.99
H -6.96 0.81 -0.35
H -1.04 -1.72 -2.76
H -2.48 -3.71 -3.02
H -3.85 -4.50 -1.13
H -3.76 -3.32 1.03
H -3.03 -1.41 2.34
H -2.31 -0.04 1.47
H -0.84 -0.97 3.29
H -0.82 -2.52 2.45
*
```

The HOMO energy comes out at -0.2988 Eh. The calculation puts the orbital gap at 8.88 eV. Its SMILES is CCOC(=O)Nc1ccc2c(c1)N(C(=O)CCN(CC)CC)c1ccccc1CC2.

Run three
C24H31N3O3 in the gas phase. Source: the Open Molecules 2025 dataset; level of theory: ωB97M-V with the def2-TZVPD basis set.

The geometry in ORCA input format:
```
! wB97M-V def2-TZVPD RIJCOSX def2/J DEFGRID3
* xyz 0 1
C 3.42 -2.40 3.07
C 2.83 -3.21 1.92
O 1.81 -2.48 1.25
C 2.20 -1.60 0.32
O 3.35 -1.41 0.02
C 1.00 -0.90 -0.32
C 0.23 -1.96 -1.13
C 1.05 -2.63 -2.23
C 0.26 -3.76 -2.90
C -0.96 -3.23 -3.60
C -2.22 -3.39 -3.05
C -3.34 -2.87 -3.68
C -3.21 -2.19 -4.87
C -1.96 -2.03 -5.44
C -0.84 -2.54 -4.80
C 0.08 -0.34 0.78
C 0.76 0.79 1.56
N 1.14 1.84 0.65
C 0.60 3.07 0.55
O 0.90 3.85 -0.35
C -0.40 3.54 1.58
C -1.33 4.49 1.18
C -2.20 4.97 2.16
C -3.23 6.00 1.85
N -2.12 4.54 3.41
C -1.20 3.63 3.70
C -1.14 3.14 5.11
N -0.34 3.11 2.84
C 2.07 1.40 -0.37
C 1.48 0.26 -1.20
H 4.14 -3.01 3.61
H 3.93 -1.52 2.68
H 2.64 -2.09 3.75
H 2.34 -4.11 2.29
H 3.61 -3.47 1.20
H -0.65 -1.48 -1.58
H -0.13 -2.72 -0.43
H 1.97 -3.04 -1.80
H 1.33 -1.89 -2.98
H -0.03 -4.50 -2.16
H 0.91 -4.25 -3.63
H -2.33 -3.92 -2.11
H -4.32 -3.00 -3.23
H -4.08 -1.79 -5.37
H -1.85 -1.50 -6.37
H 0.14 -2.42 -5.25
H -0.20 -1.14 1.47
H -0.83 0.05 0.31
H 0.11 1.18 2.33
H 1.67 0.41 2.04
H -1.35 4.84 0.16
H -2.76 6.91 1.49
H -3.90 5.64 1.06
H -3.81 6.22 2.74
H -1.86 2.34 5.24
H -0.15 2.76 5.32
H -1.40 3.95 5.79
H 2.30 2.25 -1.01
H 2.99 1.06 0.12
H 2.24 -0.09 -1.89
H 0.63 0.63 -1.78
*
```

The HOMO energy comes out at -0.3336 Eh. The calculation puts the orbital gap at 9.55 eV. Its SMILES is CCOC(=O)C1(CCCc2ccccc2)CCN(C(=O)c2cc(C)nc(C)n2)CC1.

On energetic grounds, run three is preferred over the next structure by 0.369 eV.